Record 1
DFT (ωB97M-V with the def2-TZVPD basis set) results for the ion C11H16NS with charge +1 in a non-equilibrium geometry.

Structure (XYZ):
```
29
Properties=species:S:1:pos:R:3:forces:R:3:mulliken_charge:R:1
C 2.58607 -0.41485 -1.60364 -1.022 0.460 5.025 -1.410
C 1.25424 0.33907 -1.03676 0.975 0.271 -1.638 0.158
C 0.92178 0.99120 -2.38981 -0.542 1.415 0.813 -0.729
C 0.06386 0.43652 -3.24078 -1.441 0.301 -1.329 -0.353
C -0.59910 -0.84519 -2.89364 1.284 1.752 0.134 -0.359
C -0.64553 -1.20380 -1.60850 -0.521 -0.930 -0.903 -1.451
C -0.02683 -0.34912 -0.61221 1.290 0.353 1.293 0.336
C -0.69036 -0.16406 0.54958 -0.442 -1.018 -1.834 0.310
S -2.23928 -1.01286 0.72909 0.057 0.616 0.652 -0.091
C -2.38738 -0.38524 2.44006 -3.043 2.735 -2.274 -0.607
C -1.59569 0.91306 2.40747 -1.205 0.323 2.492 -0.573
N -0.34145 0.63977 1.74057 -0.306 -2.154 -0.988 0.178
C 0.67663 -0.07801 2.47960 -0.221 -1.165 1.983 -0.735
H 3.07164 -0.89316 -0.71162 -0.020 0.278 -0.978 0.323
H 3.20751 0.33596 -2.02547 0.490 0.367 -0.494 0.455
H 2.21502 -1.12827 -2.22150 -0.455 -2.119 -2.227 0.435
H 1.68083 0.98866 -0.24757 -0.687 0.253 -0.568 0.435
H 1.42473 1.93373 -2.58226 -0.024 -0.108 -0.236 0.450
H -0.34688 0.90463 -4.21848 1.440 -0.635 1.705 0.342
H -0.93983 -1.34654 -3.76654 -0.730 -0.927 -0.025 0.515
H -1.19166 -2.10393 -1.34259 0.213 0.007 0.276 0.521
H -1.85420 -1.05696 3.02063 -0.298 -1.478 1.966 0.447
H -3.55371 -0.03843 2.52941 2.995 -1.610 0.709 0.376
H -2.11039 1.61883 1.74498 0.043 0.228 0.679 0.440
H -1.36661 1.25716 3.49493 -0.537 -0.097 -2.030 0.287
H -0.01465 1.50100 1.46897 1.420 2.597 -1.123 0.302
H 1.10810 0.46994 3.32653 -0.670 -0.017 -0.012 0.376
H 0.23294 -1.06327 2.75325 0.596 0.791 0.088 0.343
H 1.46019 -0.24583 1.81629 1.361 -0.490 -1.156 0.281
```
Forces are in eV/Å.

Computed properties:
- Charge: +1
- Max |F|: 5.15 eV/A
- Relative energy (zero: lowest compared OMol25 entry of this formula, charge and spin): 2.498 eV
- Structure (SMILES): C[C@H]1C=CC=C/C1=C1\SCC[N@H+]1C

Record 2
DFT (ωB97M-V with the def2-TZVPD basis set) results for a structure of composition C11H16O2S in a non-equilibrium geometry.

Structure (XYZ):
```
30
Properties=species:S:1:pos:R:3:forces:R:3:mulliken_charge:R:1
C 3.27252 -0.85054 1.71262 -1.622 1.708 -2.498 -0.621
C 2.17725 -1.67933 1.71064 1.665 2.197 -0.106 -0.737
C 3.18588 0.29386 0.87465 1.519 1.164 -0.578 -0.478
C 1.04551 -1.34632 1.02690 -0.456 -2.151 0.625 0.514
C 1.98941 0.77627 0.34546 -0.447 -2.936 1.924 -0.472
C 0.90916 -0.11363 0.55556 -3.951 3.779 -3.780 -0.451
C -0.07467 0.22198 -2.53632 1.121 -0.271 2.278 -1.383
C -1.56890 -1.51296 -1.44870 0.613 -1.963 -1.302 -1.369
C -1.29058 1.01885 2.55256 0.946 -0.053 -2.944 -0.743
C -0.84709 0.45786 -0.12342 3.107 0.165 1.809 -0.449
C -1.19344 -0.05043 -1.50997 -1.680 0.172 -1.591 1.051
O -3.32736 0.73787 0.68652 0.893 -1.174 0.591 -0.711
O -2.38940 0.62724 -1.98465 -0.099 0.062 1.649 -0.620
S -2.08852 -0.01581 1.19175 -0.176 2.864 -0.770 0.508
H 4.20499 -1.00847 2.12291 1.593 -0.816 1.145 0.497
H 2.10022 -2.49187 2.30315 0.331 -2.924 1.612 0.486
H 4.13909 0.82535 0.55733 -1.221 -0.530 0.890 0.272
H 0.42735 -2.22784 0.94130 -1.210 0.665 -0.067 0.317
H 1.84119 1.68626 -0.15076 0.114 1.076 -0.657 0.544
H 0.74321 -0.35739 -2.00899 -0.176 0.719 -1.395 0.277
H -0.24874 -0.10346 -3.54190 -0.443 -0.696 -0.285 0.421
H 0.21596 1.28295 -2.64344 -0.232 -0.360 0.561 0.312
H -0.68762 -2.06521 -0.99542 -1.028 0.099 -0.912 0.188
H -1.93503 -1.93276 -2.48789 1.268 0.845 1.899 0.347
H -2.42697 -1.72039 -0.81327 -0.059 0.328 0.279 0.397
H -1.83689 0.79711 3.40253 -0.664 -0.602 1.877 0.446
H -1.20013 2.11803 2.42323 -0.462 -0.752 -0.513 0.272
H -0.29500 0.57985 2.43235 -0.056 0.130 1.080 0.214
H -0.90010 1.58680 -0.17133 0.403 -1.118 0.368 0.488
H -2.99573 0.59398 -1.18504 0.408 0.373 -1.192 0.483
```
Forces are in eV/Å.

Computed properties:
- Charge: 0
- Max |F|: 6.65 eV/A
- Relative energy (zero: lowest compared OMol25 entry of this formula, charge and spin): 1.308 eV

Record 3
DFT (ωB97M-V with the def2-TZVPD basis set) results for a structure of composition C11H16OSi in a non-equilibrium geometry.

Structure (XYZ):
```
29
Properties=species:S:1:pos:R:3:forces:R:3:mulliken_charge:R:1
C 2.78879 -0.03472 1.85062 -1.172 1.035 -2.754 -0.826
C 3.35616 -0.58150 0.66641 -1.604 0.884 1.782 -0.517
C 1.54860 0.74588 1.66510 3.876 -1.647 2.563 -0.485
C 1.38294 -0.00926 -0.57952 3.111 0.239 1.929 0.000
C 2.67644 -0.57508 -0.53742 -1.506 -0.087 -0.129 0.186
C 0.89030 0.76180 0.47790 -0.835 -0.443 -0.262 0.397
C -2.25165 -0.12615 -0.15563 1.379 1.952 0.607 0.203
C 3.27639 -1.31610 -1.73452 -1.584 0.475 2.224 -1.476
C -3.99195 -1.75187 0.62437 -0.313 0.499 -0.121 -1.109
C -0.63568 2.45003 -1.33130 -1.947 0.431 2.080 -1.337
C -3.49855 -0.24963 0.63003 -0.627 -2.690 -2.239 -0.371
O -2.10298 -0.84122 -1.10284 1.024 0.376 -0.312 -0.494
Si -0.74120 1.63536 0.38095 -0.821 -2.582 -1.881 0.562
H 3.32091 -0.10211 2.79342 -0.227 0.155 -0.050 0.379
H 4.28066 -1.07202 0.65545 1.373 -0.639 0.425 0.463
H 1.32053 1.30088 2.57754 -0.735 0.026 -0.479 0.275
H 0.89624 -0.06583 -1.46568 -1.730 -0.168 -2.563 0.392
H 2.45859 -1.52135 -2.37964 -0.396 -0.352 -0.983 0.396
H 3.98086 -0.67590 -2.16350 1.295 0.656 -1.033 0.343
H 3.69545 -2.22279 -1.34492 0.465 -0.527 -0.232 0.406
H -4.98756 -1.61656 0.99156 -0.983 -0.527 0.102 0.352
H -3.50352 -2.37663 1.37750 0.356 0.307 -0.144 0.324
H -4.01512 -2.32447 -0.32533 0.140 0.848 0.456 0.287
H -0.49940 1.73956 -2.08363 -0.394 -1.407 -1.118 0.366
H -1.35333 3.20924 -1.56192 -1.139 -0.062 -0.357 0.380
H 0.20373 3.01680 -1.37951 3.121 1.620 0.237 0.488
H -4.21388 0.39126 0.09340 -0.017 -0.051 0.409 0.286
H -3.42350 -0.03810 1.63170 0.340 1.306 2.234 0.350
H -0.85827 2.25047 1.72940 -0.449 0.372 -0.393 -0.221
```
Forces are in eV/Å.

Computed properties:
- Charge: 0
- Max |F|: 4.93 eV/A
- Relative energy (zero: lowest compared OMol25 entry of this formula, charge and spin): 1.723 eV

Record 4
DFT (ωB97M-V with the def2-TZVPD basis set) results for the molecule C11H16Si in a non-equilibrium geometry.

Structure (XYZ):
```
28
Properties=species:S:1:pos:R:3:forces:R:3:mulliken_charge:R:1
C 4.65279 -1.38326 -1.22983 -0.568 1.657 1.155 -0.619
C 3.96362 -0.32217 -0.77403 0.183 -0.937 -0.959 -0.243
Si 2.43911 -0.08146 0.21484 -1.779 -2.062 1.008 0.349
C 2.39662 1.72835 0.51392 0.932 0.708 -0.088 -0.338
C 3.06734 2.27175 1.55436 -0.812 0.482 -1.202 -0.544
C 1.35902 -1.40855 0.65032 -0.178 -0.922 0.431 -0.444
C -0.15684 -1.50306 1.15810 0.270 2.396 0.152 -0.435
C -1.14981 -1.85276 -0.00805 1.505 -0.560 1.382 -0.550
C -2.19982 -1.10905 -0.16912 1.400 0.800 -0.825 0.052
C -2.99898 -0.07953 -0.13690 -0.446 -0.210 -1.094 0.654
C -2.91088 1.17693 -1.05618 0.715 -0.063 0.454 -1.118
C -4.24230 -0.34257 0.61204 -0.624 3.954 2.585 -1.248
H 5.53453 -1.15598 -1.82193 -0.171 -0.750 -0.165 0.260
H 4.36056 -2.32286 -0.83163 0.384 -1.109 -0.195 0.282
H 4.26400 0.57594 -1.25551 0.377 1.155 -0.018 0.289
H 2.34406 2.28436 -0.42978 0.101 0.198 0.311 0.311
H 3.55697 3.27585 1.47030 -0.750 -0.930 0.411 0.221
H 3.05119 1.72155 2.48055 0.627 0.046 0.309 0.277
H 1.85103 -2.43827 0.55699 -0.658 1.430 -0.225 0.160
H -0.40721 -2.19681 2.00625 0.959 0.363 -0.743 0.311
H -0.42828 -0.43441 1.57691 0.300 -2.028 -0.887 0.208
H -0.87264 -2.80518 -0.48118 -0.545 0.550 -0.248 0.326
H -3.60152 1.04060 -1.92575 0.766 -0.052 0.478 0.302
H -1.80217 1.19718 -1.37512 -1.922 0.536 0.189 0.289
H -3.28667 2.17062 -0.57825 1.021 -1.817 -0.414 0.304
H -4.10944 0.07116 1.71807 -0.353 -0.560 -2.015 0.210
H -4.50784 -1.34819 0.76176 -0.523 -1.189 -0.375 0.393
H -4.98983 0.34118 0.14048 -0.212 -1.085 0.589 0.341
```
Forces are in eV/Å.

Computed properties:
- Charge: 0
- Max |F|: 4.77 eV/A
- Relative energy (zero: lowest compared OMol25 entry of this formula, charge and spin): 6.772 eV
- Structure (SMILES): C=C[Si](C=C)=CCC=C=C(C)C

Record 5
DFT (ωB97M-V with the def2-TZVPD basis set) results for the molecule C11H17BF6O3 in a non-equilibrium geometry.

Structure (XYZ):
```
38
Properties=species:S:1:pos:R:3:forces:R:3:mulliken_charge:R:1
C -3.78979 1.80362 -0.31050 1.339 -0.098 0.254 -0.880
C -2.68830 2.85741 0.10887 -0.770 -0.969 1.407 -0.187
O -1.44688 2.66779 -0.53942 2.016 -2.914 -1.596 -0.443
B -0.86595 1.35766 -0.46699 -1.936 0.806 2.140 0.582
O 0.44427 1.05726 -0.67733 -1.897 2.591 -1.747 -0.472
C 0.99249 -0.02402 -0.07814 3.036 -1.026 3.337 -0.118
C 2.50416 -0.17876 -0.56329 -1.608 0.481 1.567 1.918
C 2.41146 -0.40816 -2.03192 1.857 1.031 -0.822 -1.605
C 3.11392 -1.37302 0.16457 0.492 -0.308 0.231 -1.579
C 3.35247 1.09701 -0.28291 -0.747 -0.985 1.033 -1.726
C 0.12885 -1.23958 -0.16680 -0.603 -1.501 0.657 -1.095
C -1.17434 -0.88990 0.59597 0.421 -0.586 0.537 0.502
C -2.26246 -1.98654 0.27574 1.068 3.561 -0.626 0.474
F -3.53304 -1.60901 0.57075 1.053 -0.971 0.341 -0.248
F -1.84409 -3.09783 0.76966 -0.588 -2.308 1.528 -0.252
F -2.19600 -2.11265 -1.03639 -0.976 -0.432 -1.676 -0.293
C -0.80754 -0.92544 2.15210 -2.889 0.838 -2.410 0.668
F 0.12367 -1.82766 2.32578 0.459 -0.424 1.573 -0.236
F -0.43620 0.27766 2.56315 0.532 0.127 0.632 -0.214
F -1.95242 -1.21569 2.82654 0.867 -0.377 0.372 -0.307
O -1.70517 0.32838 0.20798 2.114 1.307 -0.501 -0.469
H -4.37806 2.11817 -1.15128 0.084 0.219 -0.731 0.379
H -4.52032 1.61969 0.45724 -0.150 0.181 0.749 0.308
H -3.27174 0.81172 -0.45237 -1.382 1.578 -0.355 0.146
H -3.00628 3.90160 -0.00096 0.125 -0.331 -0.390 0.342
H -2.35253 2.75372 1.16391 -1.175 -0.054 -0.154 0.170
H 0.99825 0.17659 1.04695 0.753 0.102 -1.348 0.267
H 1.76525 -1.22648 -2.24510 -0.387 -0.778 -0.431 0.370
H 1.97239 0.53942 -2.48250 0.958 -1.283 0.056 0.297
H 3.49445 -0.67188 -2.32630 -1.754 0.624 -0.423 0.413
H 4.09975 -1.48191 -0.36819 -0.576 -0.429 1.299 0.406
H 3.11031 -1.37046 1.29950 0.740 0.905 -1.209 0.301
H 2.52320 -2.27715 0.06184 0.078 -0.279 -0.911 0.405
H 2.95317 1.97323 -0.76079 -0.397 0.419 0.076 0.341
H 3.46629 1.19542 0.80312 -0.433 0.447 -0.070 0.416
H 4.37310 1.01862 -0.59525 0.627 -0.521 -0.682 0.446
H 0.55358 -2.18044 0.31853 -0.387 1.511 -1.010 0.132
H -0.14991 -1.45840 -1.17577 0.037 -0.154 -0.699 0.841
```
Forces are in eV/Å.

Computed properties:
- Charge: 0
- Max |F|: 4.63 eV/A
- Relative energy (zero: lowest compared OMol25 entry of this formula, charge and spin): 1.255 eV
- Structure (SMILES): CCOB1O[C@H](C(C)(C)C)CC(C(F)(F)F)(C(F)(F)F)O1

Record 6
DFT (ωB97M-V with the def2-TZVPD basis set) results for a structure of composition C11H17BrCoN7O in a non-equilibrium geometry.

Structure (XYZ):
```
38
Properties=species:S:1:pos:R:3:forces:R:3:mulliken_charge:R:1
Co 0.22038 -0.14233 0.01703 -0.080 0.176 0.137 0.430
N 0.46437 0.25689 2.10155 -0.054 0.084 -0.077 -0.539
C 1.88469 0.40332 2.49063 0.052 -0.061 -0.027 -0.474
C 2.65950 -0.70863 1.80921 0.013 0.040 0.078 -0.850
N 2.40229 -0.69583 0.35522 -0.058 0.019 -0.062 -0.047
C 3.26686 0.23054 -0.41344 -0.041 0.067 -0.038 -0.729
C 2.53544 1.51457 -0.77921 0.051 -0.059 0.039 -0.507
N 1.21928 1.15556 -1.36137 -0.032 -0.071 0.029 -0.381
H -0.08080 1.05983 2.40666 0.039 0.015 -0.015 0.271
H 0.06452 -0.53432 2.60004 -0.059 -0.041 0.032 0.311
H 2.01554 0.35242 3.57157 0.006 -0.007 -0.004 0.421
H 2.23455 1.38255 2.16473 -0.016 -0.005 0.008 0.270
H 2.32431 -1.67240 2.19816 -0.003 -0.002 0.004 0.433
H 3.72581 -0.62163 2.02884 -0.004 -0.005 0.003 0.368
H 2.56389 -1.63301 0.00803 0.016 0.005 0.007 0.285
H 3.57798 -0.27310 -1.33046 -0.017 -0.009 -0.006 0.432
H 4.17661 0.46714 0.14162 0.013 0.004 -0.015 0.314
H 3.13727 2.09879 -1.47616 0.017 -0.012 0.011 0.446
H 2.35441 2.13461 0.09874 -0.009 0.001 -0.015 0.239
H 1.37738 0.63658 -2.22388 -0.035 0.008 -0.011 0.268
H 0.72778 1.99556 -1.65128 0.025 0.032 0.050 0.254
O -5.77977 1.52294 -0.40304 -0.153 -0.032 0.035 -0.473
C -4.48873 1.27085 -0.31471 0.278 0.003 -0.015 0.943
C -3.48203 2.11616 -0.79820 -0.070 -0.008 0.014 -0.619
C -2.17444 1.72934 -0.65449 0.001 0.065 0.055 -0.446
N -1.78584 0.58325 -0.06498 0.047 -0.275 -0.033 0.010
C -2.76940 -0.19998 0.40201 0.037 0.010 -0.096 0.211
Br -2.23057 -1.81616 1.23300 -0.006 0.100 0.041 -0.099
C -4.10714 0.07577 0.30734 -0.083 0.013 0.027 -0.525
H -5.97440 2.36541 -0.83482 0.014 0.018 -0.014 0.332
H -3.71874 3.05736 -1.27582 0.002 -0.004 -0.007 0.367
H -1.38802 2.37923 -1.01280 0.021 -0.018 -0.027 0.291
H -4.85688 -0.59707 0.69764 0.006 0.004 0.004 0.493
N 0.11505 -6.25127 -2.26179 -0.065 -0.286 -0.033 -0.216
C -0.04407 -5.09032 -2.36499 0.169 0.519 0.229 0.564
N -0.17176 -3.83258 -2.55100 -0.240 -0.585 -0.688 -0.368
C -0.04580 -2.85054 -1.74205 0.157 1.042 0.888 0.697
N 0.05050 -1.86950 -1.11750 0.064 -0.747 -0.507 -0.380
```
Forces are in eV/Å.

Computed properties:
- <S²>: 6.042
- Charge: +2
- Multiplicity: 5
- Electronic energy: -131815.24526 eV
- Max |F|: 1.38 eV/A

Record 7
DFT (ωB97M-V with the def2-TZVPD basis set) results for a structure of composition C11H17Cl2NO2PSc in a non-equilibrium geometry.

Structure (XYZ):
```
35
Properties=species:S:1:pos:R:3:forces:R:3:mulliken_charge:R:1
C 0.63169 -3.12162 -1.20328 0.976 -0.915 -0.846 -0.894
C 0.01906 -1.97329 -0.63269 -3.888 3.428 2.372 0.806
H -0.10398 -3.85511 -1.60361 0.228 0.583 0.426 0.379
H 1.25294 -3.56703 -0.39368 -0.219 0.112 -0.563 0.333
H 1.30233 -2.76329 -2.02179 -0.339 -0.420 0.622 0.331
O -0.92999 -1.39119 -0.21603 3.594 -2.875 -1.986 -0.279
Cl 1.79100 -0.60430 -0.18001 0.136 -0.334 0.133 -0.296
Sc 0.43734 1.34385 0.82577 2.079 -0.331 -0.640 0.352
P 0.03848 1.10301 -2.06762 0.091 0.779 -1.531 0.839
C -1.48746 1.63267 -2.90637 -0.138 -0.032 0.360 -1.372
C 1.17635 2.45385 -2.54140 0.007 -0.041 0.481 -1.275
H 1.59277 -0.52401 -3.08746 -0.309 0.157 -0.199 0.327
H 0.60899 0.36935 -4.30521 -0.059 -0.247 0.484 0.512
H -0.12302 -0.98949 -3.38054 0.239 0.296 -0.099 0.356
C 0.58730 -0.14686 -3.32901 0.059 -0.499 0.707 -1.294
H 2.15566 2.29111 -2.07642 -0.082 0.168 -0.212 0.365
H 1.26376 2.43975 -3.63291 0.069 0.184 0.225 0.445
H -1.26689 1.81821 -3.96654 -0.171 0.019 0.329 0.445
H -1.85151 2.54355 -2.42017 -0.125 -0.080 -0.264 0.434
H 0.75815 3.40312 -2.19162 0.211 -0.048 -0.128 0.392
H -2.24055 0.84095 -2.81003 0.012 0.251 -0.143 0.373
C -1.64139 1.12124 0.22202 -6.720 -0.414 -0.696 0.662
O -2.77321 0.96629 0.00800 4.872 0.648 0.664 -0.176
Cl 1.12086 3.49170 1.25146 -0.350 -0.801 -0.172 -0.300
C -0.39438 -1.01974 4.98888 0.246 -0.261 -0.170 -0.074
C -0.81653 0.24833 4.61372 -0.288 0.745 -0.167 -0.864
C -0.58578 0.69861 3.31518 0.517 -1.066 0.524 0.086
N 0.10086 -0.06871 2.43361 -0.599 -0.070 0.069 0.024
C 0.44915 -1.34281 2.75692 -0.158 0.665 0.538 0.099
C 0.22214 -1.84021 4.03880 0.114 0.136 -0.668 -0.887
H -0.53185 -1.38159 6.00953 -0.035 0.173 -0.315 0.434
H -1.31151 0.91922 5.31267 0.048 -0.252 -0.089 0.404
H -0.93898 1.67947 2.96460 0.191 -0.143 0.305 0.503
H 0.93393 -1.92341 1.96701 -0.054 0.274 0.526 0.397
H 0.55427 -2.85159 4.25826 -0.155 0.211 0.127 0.411
```
Forces are in eV/Å.

Computed properties:
- Charge: +2
- Electronic energy: -72289.06911 eV
- Max |F|: 6.77 eV/A